Entry 1:
Below is a molecular structure, C25H46N2O5RuSi4Te in a non-equilibrium geometry, with properties calculated with ωB97M-V/def2-TZVPD.

Output
E	-81282.34737	eV
energy above the lowest of the compared OMol25 structures with the same formula, charge and spin	0.2	kcal per mole

Geometry as ORCA input:
```
! RIJCOSX wB97M-V def2-TZVPD def2/J DEFGRID3
* xyz -1 2
Ru -0.04 -0.39 0.17
C 0.26 1.06 4.16
C 0.66 0.62 2.77
O -0.33 0.42 1.97
C 2.00 0.49 2.47
C 2.58 0.19 1.21
C 4.08 0.24 1.06
N 1.86 -0.13 0.18
N 2.49 -0.36 -1.04
C 1.66 -0.83 -1.93
O 0.42 -1.13 -1.70
C 2.20 -1.01 -3.31
C 1.32 -1.12 -4.38
C 1.80 -1.28 -5.67
C 3.17 -1.34 -5.90
C 4.05 -1.23 -4.83
C 3.57 -1.06 -3.55
H -0.81 0.89 4.30
H 0.47 2.13 4.29
H 0.82 0.51 4.91
H 2.69 0.70 3.27
H 4.55 0.56 1.98
H 4.34 0.93 0.25
H 4.45 -0.74 0.78
H 0.26 -1.07 -4.19
H 1.11 -1.36 -6.50
H 3.55 -1.46 -6.91
H 5.12 -1.27 -5.01
H 4.24 -0.97 -2.70
C -3.24 1.08 0.41
C -2.69 0.72 -0.96
C -3.77 0.73 -2.02
O -2.17 -0.62 -0.82
C -1.55 1.70 -1.29
O -1.82 2.75 -1.86
O -0.39 1.36 -0.84
H -4.05 0.40 0.68
H -3.62 2.10 0.39
H -2.46 1.01 1.17
H -4.64 0.16 -1.68
H -3.40 0.28 -2.95
H -4.06 1.76 -2.24
H -1.64 -0.83 -1.61
C -0.22 -4.00 -3.15
Si 0.84 -4.94 -1.92
C 2.55 -4.18 -1.84
C 0.98 -6.71 -2.55
Si -0.14 -4.88 0.21
Te 0.12 -2.71 1.41
Si 1.02 -6.25 1.70
C 2.83 -5.74 1.77
C 0.94 -8.06 1.18
C 0.29 -6.11 3.43
Si -2.43 -5.37 0.16
C -3.32 -4.18 -0.99
C -3.16 -5.16 1.88
C -2.76 -7.14 -0.41
H 0.30 -3.90 -4.11
H -0.43 -3.00 -2.78
H -1.16 -4.52 -3.34
H 2.97 -4.07 -2.85
H 3.24 -4.79 -1.25
H 2.51 -3.18 -1.39
H 1.44 -6.72 -3.54
H -0.01 -7.17 -2.64
H 1.58 -7.33 -1.89
H 3.35 -6.01 0.85
H 3.34 -6.23 2.60
H 2.91 -4.66 1.90
H 1.41 -8.21 0.21
H -0.09 -8.41 1.11
H 1.47 -8.69 1.90
H 0.20 -5.06 3.72
H 0.92 -6.62 4.16
H -0.70 -6.56 3.47
H -3.00 -3.15 -0.80
H -4.40 -4.24 -0.84
H -3.11 -4.41 -2.04
H -2.89 -4.18 2.28
H -2.79 -5.92 2.57
H -4.25 -5.23 1.85
H -2.37 -7.31 -1.42
H -3.83 -7.34 -0.43
H -2.29 -7.86 0.25
*
```

Here are the Mulliken charges for atoms 1 to 5, given in e: number 1, Ru, carries 0.4876; number 2, C, carries -1.6848; number 3, C, carries 0.8736; number 4, O, carries -0.5737; number 5, C, carries -1.0685

=====

Entry 2:
Below is a molecular structure, C25H46N5Si3Tm in a non-equilibrium geometry, with properties calculated with ωB97M-V/def2-TZVPD.

Output
E	-87275.76522	eV

Geometry as ORCA input:
```
! RIJCOSX wB97M-V def2-TZVPD def2/J DEFGRID3
* xyz 2 3
Tm 0.07 0.03 0.63
C 2.42 -1.64 2.49
C 3.22 -1.15 1.34
N 2.70 0.09 0.86
C 3.01 1.28 1.74
C 1.89 1.72 2.61
C 2.03 2.89 3.35
C 1.27 3.09 4.55
C 0.31 2.11 4.87
C 0.20 0.94 4.00
C -0.45 -0.27 4.53
N -1.53 -0.72 2.31
C -0.92 -1.35 3.49
C 0.13 -2.41 3.17
N 1.03 -1.98 2.03
N 0.79 0.92 2.83
H 2.40 -0.83 3.24
H 2.88 -2.56 2.90
H 3.24 -1.93 0.55
H 4.27 -0.99 1.64
H 3.19 0.31 -0.01
H 3.45 2.13 1.19
H 3.82 1.04 2.45
H 2.69 3.72 2.93
H 1.33 3.99 5.14
H -0.27 2.06 5.75
H -1.30 0.06 5.16
H 0.24 -0.83 5.23
H -2.15 0.03 2.60
H -2.20 -1.37 1.86
H -1.69 -1.91 4.06
H -0.40 -3.33 2.88
H 0.76 -2.50 4.03
H 1.14 -2.85 1.50
C -2.51 -3.15 -0.94
Si -1.14 -2.43 -2.03
C 0.32 -3.53 -1.61
C -1.46 -2.88 -3.82
C -0.88 -0.56 -1.62
Si -2.46 0.34 -1.85
C -2.41 2.21 -2.17
C -3.56 0.18 -0.31
C -3.59 -0.11 -3.35
Si 0.54 0.19 -2.56
C 0.18 0.75 -4.36
C 2.15 -0.75 -2.65
C 0.86 1.85 -1.67
C 1.53 2.83 -2.39
C 1.59 4.15 -1.87
C 0.96 4.40 -0.64
C 0.48 3.33 0.10
N 0.48 2.07 -0.38
H -2.67 -4.18 -1.14
H -3.46 -2.65 -0.93
H -2.19 -3.10 0.14
H 0.99 -3.64 -2.47
H -0.08 -4.53 -1.46
H 0.84 -3.19 -0.72
H -2.16 -3.75 -3.85
H -0.58 -3.29 -4.25
H -1.83 -2.09 -4.46
H -1.98 2.80 -1.33
H -3.46 2.47 -2.27
H -1.87 2.47 -3.05
H -3.07 0.65 0.52
H -3.96 -0.80 -0.07
H -4.42 0.83 -0.44
H -2.99 -0.28 -4.22
H -4.34 0.71 -3.55
H -4.17 -1.04 -3.18
H -0.36 1.70 -4.50
H -0.38 -0.02 -4.86
H 1.14 0.87 -4.81
H 2.26 -1.42 -3.50
H 2.12 -1.30 -1.72
H 3.09 -0.14 -2.56
H 1.89 2.60 -3.42
H 2.11 4.85 -2.49
H 0.83 5.43 -0.24
H 0.05 3.37 1.09
*
```

Here are the Mulliken charges for atoms 1 to 5, given in e: number 1, Tm, carries -0.3158; number 2, C, carries -0.7249; number 3, C, carries -1.0808; number 4, N, carries -0.1454; number 5, C, carries -1.6386

=====

Entry 3:
Below is a molecular structure, C25H47ClN2O6P2Sn in a non-equilibrium geometry, with properties calculated with ωB97M-V/def2-TZVPD.

Output
E	-78878.96248	eV
energy above the lowest of the compared OMol25 structures with the same formula, charge and spin	0.0	kcal per mole

Geometry as ORCA input:
```
! RIJCOSX wB97M-V def2-TZVPD def2/J DEFGRID3
* xyz 0 1
Sn 0.23 0.20 -0.68
P 1.84 2.19 1.01
C 2.74 3.59 0.16
C 0.80 2.98 2.33
C 3.20 1.29 1.90
C 2.05 3.98 -1.16
H 3.72 3.13 -0.08
C 2.99 4.83 1.03
H 2.06 5.37 1.25
H 3.63 5.52 0.46
H 3.50 4.60 1.96
H 2.16 3.19 -1.92
H 2.52 4.89 -1.56
H 0.98 4.18 -1.03
H 3.85 1.00 1.06
C 2.70 0.01 2.58
C 4.00 2.19 2.86
H 4.59 2.94 2.32
H 4.70 1.56 3.42
H 3.34 2.69 3.58
H 1.80 -0.41 2.11
H 2.50 0.16 3.65
H 3.47 -0.77 2.49
C -0.24 3.92 1.71
H 1.50 3.56 2.96
C 0.10 1.92 3.20
H 0.20 4.77 1.19
H -0.86 4.33 2.52
H -0.90 3.37 1.02
H -0.47 1.21 2.59
H -0.61 2.43 3.88
H 0.80 1.36 3.84
Cl -1.89 1.09 -0.09
H 0.57 1.39 -1.95
H 1.93 0.02 -0.31
P -0.27 -1.40 -2.85
C 1.14 -2.56 -3.19
C -1.84 -2.37 -2.84
C -0.35 -0.27 -4.32
C 1.90 -2.90 -1.89
H 1.81 -1.94 -3.82
C 0.77 -3.82 -3.97
H 0.24 -4.55 -3.35
H 1.70 -4.30 -4.31
H 0.16 -3.62 -4.86
H 2.51 -2.06 -1.55
H 2.57 -3.76 -2.07
H 1.22 -3.16 -1.06
H 0.67 0.15 -4.35
C -1.35 0.88 -4.11
C -0.60 -1.03 -5.63
H 0.22 -1.71 -5.88
H -0.67 -0.30 -6.44
H -1.54 -1.60 -5.61
H -1.60 1.06 -3.05
H -2.28 0.71 -4.67
H -0.90 1.81 -4.49
C -1.80 -3.47 -1.78
H -1.91 -2.80 -3.85
C -3.05 -1.45 -2.60
H -1.22 -4.35 -2.10
H -2.82 -3.80 -1.56
H -1.36 -3.10 -0.84
H -2.87 -0.79 -1.74
H -3.93 -2.06 -2.36
H -3.30 -0.83 -3.47
O 0.92 -2.67 2.11
C -0.06 -2.13 1.62
O -0.16 -1.65 0.38
C -1.33 -1.95 2.42
C -2.57 -1.87 1.78
C -3.75 -1.67 2.53
C -3.67 -1.44 3.91
C -2.42 -1.50 4.55
C -1.26 -1.83 3.82
N -2.30 -0.99 5.89
O -3.35 -0.66 6.50
O -1.16 -0.85 6.38
N -5.01 -1.65 1.84
O -5.01 -1.85 0.60
O -6.05 -1.44 2.49
H -2.62 -1.99 0.70
H -4.57 -1.18 4.47
H -0.31 -1.98 4.32
*
```

Here are the Mulliken charges for atoms 1 to 5, given in e: number 1, Sn, carries 1.0669; number 2, P, carries 0.0365; number 3, C, carries 0.4148; number 4, C, carries 0.7370; number 5, C, carries 0.7495